[1]
The following is a DFT calculation (ωB97M-V/def2-TZVPD) of a cluster of 3 separate species, C21H45N3O9P3S in total.

Structure (ORCA input):
```
! RIJCOSX wB97M-V def2-TZVPD def2/J DEFGRID3
* xyz 1 1
C 2.7548 1.9236 4.2767
C 2.6312 1.8266 2.7382
C 1.4307 0.9696 2.2655
C 0.0881 1.6261 2.4033
C -0.6765 2.2090 1.4430
N -1.8808 2.6697 1.9598
C -3.0071 3.3267 1.2887
C -1.8745 2.3795 3.2838
P -3.2141 2.7469 4.5482
C -4.8005 2.2000 3.7516
O -3.0504 1.7042 5.8111
N -0.7140 1.7683 3.5318
N -0.3383 1.2698 4.7954
C -0.1664 2.1681 5.6292
S 0.1721 3.3558 6.5349
H 2.5430 2.9337 4.6378
H 3.7781 1.7168 4.6000
H 2.1210 1.2062 4.7953
H 2.6842 2.8154 2.2793
H 3.5330 1.2962 2.4185
H 1.4110 0.0376 2.8419
H 1.5793 0.6588 1.2285
H -0.4073 2.3193 0.4033
H -3.5366 3.9815 1.9809
H -3.7470 2.6031 0.9350
H -2.7144 3.9168 0.4223
H -5.5376 2.0089 4.5311
H -5.1035 3.0177 3.0967
H -4.6692 1.3009 3.1292
H -3.7375 1.9162 6.4565
O -4.5310 0.6100 -2.6344
P -5.1001 -0.6386 -2.0592
O -3.8037 -1.3455 -1.3312
C -3.2881 -0.7410 -0.1548
C -4.2216 -0.8744 1.0220
O -5.2511 -1.5313 -3.4125
C -5.0690 -0.9922 -4.7238
C -3.6360 -1.1590 -5.1854
O -6.2163 -1.5074 -1.2808
C -6.6998 -2.8051 -1.6817
C -5.6566 -3.8965 -1.6396
H -3.0603 0.3185 -0.3301
H -2.3457 -1.2437 0.0678
H -5.1420 -0.3048 0.8608
H -3.7355 -0.4920 1.9242
H -4.5102 -1.9114 1.1874
H -5.3891 0.0469 -4.7686
H -5.7307 -1.5530 -5.3864
H -2.9290 -0.7684 -4.4533
H -3.4756 -0.6461 -6.1344
H -3.4016 -2.2161 -5.3198
H -7.1823 -2.7440 -2.6543
H -7.4898 -3.0487 -0.9697
H -4.8439 -3.7236 -2.3415
H -6.1190 -4.8518 -1.8904
H -5.2148 -3.9705 -0.6447
O 4.3101 -0.2816 0.0733
P 5.2883 -0.1363 -1.0422
O 4.6344 -1.0224 -2.2544
C 3.4682 -0.5242 -2.9145
C 3.7601 0.6990 -3.7647
O 6.4474 -1.1645 -0.5250
C 6.4444 -1.7503 0.7753
C 5.7414 -3.0925 0.7648
O 6.3265 0.6871 -1.9610
C 7.6400 0.2408 -2.3523
C 7.6413 -0.9768 -3.2460
H 2.6930 -0.3039 -2.1734
H 3.1004 -1.3327 -3.5455
H 4.0530 1.5494 -3.1430
H 2.8793 0.9886 -4.3390
H 4.5823 0.5047 -4.4526
H 6.0110 -1.0734 1.5100
H 7.4897 -1.8912 1.0573
H 4.7501 -3.0243 0.3164
H 5.6409 -3.4826 1.7788
H 6.3080 -3.8123 0.1725
H 8.2678 0.1000 -1.4752
H 8.0746 1.0776 -2.9011
H 7.2342 -1.8565 -2.7530
H 8.6643 -1.2048 -3.5484
H 7.0416 -0.8002 -4.1397
*
```

Computed properties:
Molar mass   608.59 g/mol
Orbital gap   8.32 eV
DFT total energy   -84100.8028 eV
LUMO level   -0.1300 hartree

[2]
The following is a DFT calculation (ωB97M-V/def2-TZVPD) of a structure of composition C28H27ClN11O5PrS2.

Structure (ORCA input):
```
! RIJCOSX wB97M-V def2-TZVPD def2/J DEFGRID3
* xyz 0 3
Pr -0.0393 0.1785 -0.5375
O 0.2485 -4.6878 1.9663
C -0.7707 -4.0846 2.6040
C -1.6502 -4.8830 3.3335
C -2.7065 -4.3186 4.0221
C -2.9120 -2.9429 3.9983
C -2.0584 -2.1471 3.2607
C -0.9875 -2.6920 2.5527
C -0.1595 -1.7762 1.7246
O -0.5514 -0.5743 1.5297
N 0.9406 -2.3062 1.2185
N 1.6023 -1.5107 0.2900
C 2.7944 -1.8953 -0.0076
C 3.6049 -1.2634 -1.0147
C 4.8594 -1.8053 -1.3349
C 5.6620 -1.2416 -2.2978
C 5.2153 -0.1008 -2.9748
C 3.9957 0.4619 -2.6818
C 3.1521 -0.0842 -1.6827
O 2.0204 0.4692 -1.4019
H 0.8171 -3.9382 1.6182
H -1.4760 -5.9513 3.3553
H -3.3740 -4.9576 4.5868
H -3.7275 -2.5019 4.5561
H -2.2013 -1.0758 3.1996
H 3.2129 -2.7613 0.5105
H 5.1976 -2.6905 -0.8062
H 6.6290 -1.6683 -2.5272
H 5.8416 0.3494 -3.7359
H 3.6452 1.3518 -3.1921
N -2.9390 2.8336 -0.5343
C -3.3741 1.5703 -0.5729
N -2.6229 0.5000 -0.6729
C -3.3914 -0.6508 -0.6513
C -4.7280 -0.4620 -0.5595
S -5.0921 1.2216 -0.4892
C -2.7291 -1.9491 -0.7070
C -3.3188 -3.1397 -0.4459
S -2.1981 -4.4292 -0.6392
C -0.9774 -3.2661 -1.0561
N -1.3839 -2.0226 -1.0406
N 0.2549 -3.6721 -1.4732
H -1.9609 2.9915 -0.3143
H -3.5879 3.5796 -0.3710
H -5.5142 -1.1972 -0.5381
H -4.3349 -3.3395 -0.1512
H 0.5580 -4.5658 -1.1173
H 0.9664 -2.9590 -1.4169
N 0.1133 -0.6952 -3.3510
N -0.1133 0.4321 -4.1758
C 0.0289 1.6632 -3.5457
N 0.4684 2.6939 -4.3193
N -0.1820 1.7283 -2.2878
N 0.2979 2.8692 -1.6025
O -0.2923 3.9012 -1.8561
O -0.3232 2.2260 0.2078
H 1.0948 -0.9557 -3.3641
H -0.4498 -1.4620 -3.6892
H 0.3641 0.3970 -5.0654
H 0.3288 2.6423 -5.3138
H 0.3273 3.6036 -3.9058
Cl 0.0561 7.2905 4.4575
C 0.2815 5.8669 3.4864
C -0.4864 4.7409 3.7411
C -0.3042 3.6107 2.9616
C 0.6329 3.5966 1.9339
C 0.7776 2.3686 1.0733
C 1.3876 4.7357 1.6945
C 1.2182 5.8749 2.4676
H -1.2119 4.7491 4.5430
H -0.9034 2.7265 3.1471
H 0.8209 1.4815 1.7319
H 1.7048 2.4158 0.4852
H 2.1041 4.7399 0.8819
H 1.8076 6.7628 2.2834
*
```

Computed properties:
Molar mass   838.09 g/mol
Orbital gap (alpha / beta)   7.63 / 7.64 eV
DFT total energy   -104366.3277 eV
LUMO level (alpha / beta)   0.0032 / 0.0032 hartree

[3]
The following is a DFT calculation (ωB97M-V/def2-TZVPD) of a structure of composition C27H28NO2PS5Ti.

Structure (ORCA input):
```
! RIJCOSX wB97M-V def2-TZVPD def2/J DEFGRID3
* xyz 2 1
Ti -0.9805 0.7578 -0.1411
O -2.1171 1.7845 1.7119
N -1.0742 0.8838 1.8697
C -0.3679 0.8669 2.9376
C 0.7060 -0.0713 3.1603
C 1.2061 -0.1655 4.4701
C 2.1963 -1.0717 4.8016
C 2.7099 -1.9172 3.8285
C 2.2349 -1.8415 2.5251
C 1.2461 -0.9264 2.1678
P 0.8249 -0.8333 0.3904
C 0.5695 -2.5510 -0.1647
C 0.6181 -2.8055 -1.5376
C 0.2965 -4.0646 -2.0117
C -0.0831 -5.0669 -1.1308
C -0.1379 -4.8114 0.2301
C 0.1779 -3.5571 0.7199
C 2.3274 -0.2305 -0.4474
C 3.5984 -0.2667 0.1194
C 4.6902 0.1590 -0.6181
C 4.5253 0.6272 -1.9112
C 3.2534 0.7031 -2.4640
C 2.1523 0.2796 -1.7389
H -2.2930 2.3126 2.5257
H -0.6033 1.5482 3.7645
H 0.8005 0.4785 5.2380
H 2.5673 -1.1191 5.8151
H 3.4904 -2.6197 4.0792
H 2.6344 -2.5135 1.7770
H 0.9088 -2.0261 -2.2325
H 0.3284 -4.2540 -3.0722
H -0.3462 -6.0413 -1.5082
H -0.4439 -5.5850 0.9157
H 0.1049 -3.3654 1.7819
H 3.7486 -0.6127 1.1311
H 5.6709 0.1251 -0.1715
H 5.3841 0.9367 -2.4851
H 3.1198 1.0963 -3.4608
H 1.1477 0.3412 -2.1653
C -5.5708 1.1178 -1.8816
S -4.1976 1.5684 -0.7721
C -3.8402 -0.0051 -0.0399
C -2.7844 -0.7756 -0.4311
S -1.8258 -0.4566 -1.8732
S -2.6223 -2.3315 0.3889
C -4.0649 -2.1816 1.4115
S -4.5387 -3.3392 2.4341
S -4.8748 -0.6280 1.2267
H -6.0538 2.0534 -2.1426
H -6.2718 0.4762 -1.3546
H -5.1803 0.6379 -2.7745
C -1.3840 3.9722 -0.8942
C -0.1658 3.2047 -1.4335
C 1.1136 4.0262 -1.2609
C -0.3756 2.7997 -2.8995
O -0.1022 2.0228 -0.6794
H -1.5817 4.8481 -1.5057
H -1.1964 4.2978 0.1313
H -2.2664 3.3241 -0.9208
H 1.0614 4.9244 -1.8700
H 1.9792 3.4454 -1.5711
H 1.2325 4.3110 -0.2164
H -0.5226 3.6842 -3.5129
H -1.2566 2.1553 -2.9877
H 0.4979 2.2650 -3.2704
*
```

Computed properties:
Molar mass   637.70 g/mol
Orbital gap   6.55 eV
DFT total energy   -120604.6354 eV
LUMO level   -0.2622 hartree

[4]
The following is a DFT calculation (ωB97M-V/def2-TZVPD) of an isolated molecule of C5H6N4O.

Structure (ORCA input):
```
! RIJCOSX wB97M-V def2-TZVPD def2/J DEFGRID3
* xyz 0 1
C -1.1103 -2.4755 -0.9887
C -0.0043 -1.5950 -1.1768
C -0.8873 -1.3541 0.7740
C -0.4472 0.4572 1.8775
C 1.2219 2.3899 -0.5457
N -1.6013 -2.3529 0.2295
N -1.1424 -0.6656 1.8689
N 0.1948 -0.9739 -0.0451
N 0.0199 0.8894 0.7248
O 1.0117 1.7962 0.7278
H -1.4669 -3.2312 -1.6632
H 0.6536 -1.5018 -2.0174
H -0.2952 0.9859 2.8094
H 0.3553 2.2376 -1.1898
H 2.1069 1.9404 -1.0034
H 1.3908 3.4535 -0.3818
*
```

Computed properties:
Molar mass   138.13 g/mol
Orbital gap (alpha / beta)   7.45 / 7.45 eV
Energy relative to the best compared isomer or geometry (same formula, charge and spin)   119.4 kcal per mole
DFT total energy   -13285.5406 eV
SMILES string   CO/N=C/N=C1N=CC=N1
LUMO level (alpha / beta)   -0.0402 / -0.0401 hartree

[5]
The following is a DFT calculation (ωB97M-V/def2-TZVPD) of a cluster of 5 separate species, C18H36F4NO4 in total.

Structure (ORCA input):
```
! RIJCOSX wB97M-V def2-TZVPD def2/J DEFGRID3
* xyz 1 1
N -1.9745 -0.2478 -1.8911
C -1.7131 1.0189 -2.6756
F -0.4542 1.6531 -2.1317
F -2.8024 2.0099 -2.3522
C -1.5917 0.8211 -4.2985
F -1.3290 -0.5862 -4.7299
F -0.4358 1.6810 -4.7411
H -1.0801 -0.7446 -1.6061
H -2.5632 -0.9623 -2.3928
H -2.4619 0.0282 -0.9899
H -2.6199 1.1663 -4.7971
C 1.2719 1.8396 2.2235
C 0.9839 0.5451 2.9391
C 0.0067 -0.1262 1.9989
O 0.3340 0.3151 0.6740
C 1.2555 1.4098 0.7728
H 2.2154 2.3050 2.5195
H 0.4623 2.5551 2.4105
H 1.9016 -0.0504 3.0118
H 0.5827 0.6794 3.9468
H -1.0229 0.1823 2.2090
H 0.0608 -1.2176 2.0472
H 2.2394 1.0478 0.4554
H 0.9459 2.2143 0.1000
C 1.7570 -1.8599 -4.9785
C 2.3306 -3.2499 -5.0779
C 3.5886 -3.1337 -4.2452
O 3.3279 -2.1528 -3.2318
C 2.1076 -1.4735 -3.5583
H 0.6841 -1.8117 -5.1809
H 2.2699 -1.1955 -5.6841
H 1.6426 -3.9686 -4.6172
H 2.5260 -3.5728 -6.1036
H 4.4317 -2.7771 -4.8464
H 3.8702 -4.0812 -3.7767
H 1.3390 -1.8109 -2.8544
H 2.2421 -0.3951 -3.4376
C -0.4480 5.4975 -0.5121
C -1.9404 5.3156 -0.6137
C -2.2166 4.3333 0.5037
O -1.2338 4.5726 1.5205
C -0.2225 5.4360 0.9828
H -0.0870 6.4269 -0.9597
H 0.0623 4.6596 -1.0018
H -2.4448 6.2670 -0.4078
H -2.2742 4.9558 -1.5902
H -2.0992 3.2994 0.1622
H -3.2189 4.4496 0.9259
H -0.3461 6.4222 1.4434
H 0.7674 5.0510 1.2426
C 0.1701 -4.5616 5.2802
C -1.3269 -4.7052 5.3756
C -1.8068 -3.3610 4.8731
O -0.8335 -2.8990 3.9263
C 0.3293 -3.7330 4.0243
H 0.7010 -5.5157 5.2315
H 0.5454 -4.0036 6.1463
H -1.6669 -5.4995 4.7006
H -1.6833 -4.9364 6.3826
H -1.8571 -2.6280 5.6853
H -2.7883 -3.4187 4.3938
H 0.3613 -4.3676 3.1319
H 1.2286 -3.1112 4.0427
*
```

Computed properties:
Molar mass   406.48 g/mol
Orbital gap   7.50 eV
DFT total energy   -39788.7079 eV
LUMO level   -0.1466 hartree

Question: Look up the DFT total energy of the fifth one.
Answer: -39788.7079 eV